{"formula": "C29H54ClOPTl", "method": "ωB97M-V/def2-TZVPD", "e_lumo_ha": 0.08356, "total_charge": -1, "homo_lumo_gap_ev": 3.09, "energy_ha": -2186.6601, "e_above_lowest_kj_mol": 83.1, "elements": ["Tl", "Cl", "P", "C", "H", "H", "C", "C", "C", "H", "C", "H", "H", "C", "H", "H", "C", "H", "H", "C", "H", "H", "H", "H", "C", "C", "H", "C", "H", "H", "C", "H", "H", "C", "H", "H", "C", "H", "H", "H", "H", "C", "H", "C", "H", "H", "C", "H", "H", "C", "H", "H", "C", "H", "H", "H", "H", "C", "C", "H", "C", "H", "C", "H", "H", "C", "H", "H", "C", "H", "H", "H", "H", "C", "C", "C", "C", "O", "H", "H", "H", "H", "H", "H", "H", "H", "H"], "coordinates": [[-0.20240, 0.80139, 5.16900], [1.12241, -0.82249, 3.50939], [-0.27870, -0.35657, -0.73145], [-0.98350, -1.29060, 0.68897], [-0.26565, -1.10561, 1.51673], [-1.88457, -0.71593, 0.97570], [1.54450, -0.12936, -0.59939], [-1.03525, 1.31784, -0.50327], [2.21967, 0.20157, -1.94196], [1.63034, 0.75828, 0.05796], [3.69672, 0.55360, -1.71971], [2.14956, -0.66419, -2.61858], [1.71892, 1.04207, -2.44665], [4.45562, -0.57391, -1.01368], [4.16157, 0.77722, -2.68732], [3.74937, 1.46551, -1.10896], [3.76467, -1.03688, 0.27593], [4.54828, -1.42878, -1.69654], [5.47330, -0.24120, -0.78109], [2.25759, -1.28320, 0.11588], [4.23456, -1.95856, 0.64231], [3.90083, -0.27767, 1.05984], [2.08616, -2.22539, -0.42918], [1.83301, -1.40462, 1.12383], [-0.82539, -1.16020, -2.29651], [-2.55967, 1.27016, -0.71865], [-0.83298, 1.53323, 0.56707], [-3.19733, 2.63752, -0.44297], [-2.78208, 0.96468, -1.75365], [-3.02610, 0.52115, -0.06571], [-2.58032, 3.74252, -1.30410], [-4.27625, 2.57300, -0.62613], [-3.05812, 2.87838, 0.62046], [-1.05132, 3.79167, -1.18917], [-2.85680, 3.57987, -2.35474], [-2.99925, 4.71385, -1.01614], [-0.37134, 2.42149, -1.34719], [-0.64729, 4.47008, -1.95268], [-0.77002, 4.20996, -0.21193], [-0.39178, 2.13790, -2.41239], [0.69158, 2.52173, -1.07560], [-0.05637, -2.45669, -2.59017], [-1.87721, -1.43072, -2.07832], [-0.68907, -3.20675, -3.76891], [0.99426, -2.22601, -2.82393], [-0.04946, -3.11078, -1.71011], [-0.78949, -2.33573, -5.02810], [-0.10172, -4.10916, -3.97613], [-1.69680, -3.53211, -3.47268], [-1.43331, -0.97243, -4.74962], [0.21608, -2.18484, -5.44388], [-1.37189, -2.86412, -5.79091], [-0.82850, -0.24721, -3.53608], [-1.34300, -0.32597, -5.63017], [-2.50606, -1.11713, -4.56078], [0.20326, 0.06576, -3.76758], [-1.40295, 0.67197, -3.34865], [-0.00896, -3.62722, 0.79624], [-1.29905, -2.73169, 0.62794], [0.61739, -3.79628, -0.08259], [-2.29630, -3.09681, 1.74463], [-1.74841, -2.99269, -0.34558], [-1.62282, -3.06849, 3.11337], [-3.14650, -2.40387, 1.72952], [-2.67583, -4.10429, 1.54059], [-0.58686, -4.17970, 3.24316], [-1.10137, -2.11172, 3.25728], [-2.37307, -3.16025, 3.90856], [0.42593, -4.18250, 2.05786], [-0.03808, -4.07594, 4.18621], [-1.09364, -5.15356, 3.25686], [1.33236, -3.64335, 2.39478], [0.74535, -5.22226, 1.86958], [0.30647, 4.23634, 2.23695], [0.42269, 3.41279, 3.52059], [1.89688, 3.02701, 3.73401], [-0.06078, 4.25879, 4.71036], [-0.37401, 2.28953, 3.37587], [0.86914, 5.17780, 2.30742], [-0.74487, 4.47192, 2.03168], [0.69140, 3.66336, 1.38427], [2.53955, 3.91728, 3.68897], [2.05407, 2.54928, 4.71141], [2.21146, 2.30907, 2.96666], [-1.12226, 4.50289, 4.58230], [0.04041, 3.71305, 5.65839], [0.50939, 5.19389, 4.79099]], "forces_ev_per_a": [[-0.095, 0.062, -0.444], [0.278, 0.159, 0.188], [-0.350, -0.582, 0.988], [0.260, 2.293, 0.684], [-0.260, 0.033, -0.384], [0.138, 0.234, -0.242], [0.088, 0.217, 0.016], [0.156, -0.085, -0.020], [0.031, 0.132, -0.123], [-0.090, -0.174, -0.137], [-0.113, -0.091, 0.102], [0.073, 0.224, 0.206], [0.133, -0.226, 0.126], [-0.044, -0.112, 0.054], [-0.009, 0.029, 0.133], [0.010, -0.064, -0.074], [-0.131, 0.389, -0.060], [-0.039, 0.075, -0.005], [-0.047, -0.061, -0.087], [0.100, -0.469, 0.139], [-0.119, 0.204, -0.021], [0.028, -0.074, -0.105], [-0.008, 0.290, 0.203], [0.048, -0.187, -0.438], [-0.099, 0.329, -0.125], [-0.100, 0.060, -0.065], [-0.077, -0.126, -0.213], [0.168, -0.020, 0.064], [0.027, 0.104, 0.152], [0.175, 0.159, -0.164], [0.079, -0.094, -0.078], [0.118, 0.047, 0.056], [-0.011, -0.035, -0.144], [0.059, 0.042, 0.279], [-0.007, -0.040, 0.056], [0.053, -0.100, -0.072], [0.028, 0.053, -0.326], [-0.046, -0.072, 0.162], [-0.144, -0.121, -0.235], [-0.004, 0.117, 0.291], [-0.312, -0.040, -0.035], [0.063, -0.302, 0.140], [0.278, 0.035, 0.044], [-0.083, 0.242, 0.024], [-0.269, -0.042, 0.020], [0.011, 0.114, -0.121], [0.106, -0.009, 0.087], [-0.154, 0.117, 0.039], [0.151, -0.007, -0.019], [-0.022, -0.039, 0.187], [-0.070, 0.013, 0.064], [0.100, 0.073, 0.001], [0.096, 0.103, -0.144], [-0.083, -0.090, 0.069], [0.087, 0.020, -0.035], [-0.288, -0.117, 0.036], [0.158, -0.312, -0.090], [-2.583, 0.913, -2.543], [1.720, -3.096, -0.167], [-0.193, 0.028, 0.201], [0.052, 0.220, -0.239], [-0.239, 0.193, 0.166], [0.152, 0.070, 0.092], [-0.101, 0.041, 0.055], [0.038, 0.081, -0.009], [0.312, -0.224, -0.668], [-0.254, -0.146, 0.018], [0.017, 0.034, -0.033], [0.901, -0.376, 1.286], [-0.090, -0.033, -0.080], [-0.126, 0.072, 0.034], [0.211, -0.122, 0.567], [0.119, 0.067, 0.490], [0.129, 0.356, -0.127], [-0.344, -0.379, -0.017], [0.178, 0.154, -0.097], [0.031, 0.323, 0.042], [-0.021, -0.371, 0.325], [-0.050, -0.056, -0.098], [0.107, -0.057, 0.145], [0.016, -0.001, 0.165], [0.040, -0.139, 0.042], [-0.070, 0.075, -0.127], [-0.100, 0.127, 0.114], [0.154, -0.043, -0.032], [0.036, 0.053, -0.201], [-0.067, -0.038, 0.088]]}